1.
{"formula": "C7H24O6", "method": "the ωB97M-V functional and the def2-TZVPD basis", "gap_ev": 9.537, "fmax_ha_per_bohr": 0.087, "homo_ev": -9.314, "relative_energy_ev": 3.305, "total_energy_ha": -732.427599, "smiles": "C=C/C=C/CCC.O.O.O.O.O.O", "species": ["C", "C", "C", "C", "C", "C", "C", "H", "H", "H", "H", "H", "H", "H", "H", "H", "H", "H", "H", "O", "H", "H", "O", "H", "H", "O", "H", "H", "O", "H", "H", "O", "H", "H", "O", "H", "H"], "coordinates": [[-0.01632, 3.38407, 2.09466], [-0.21399, 2.65379, 3.22756], [-0.37444, 1.20190, 3.49200], [-1.26226, 0.50905, 2.80979], [-1.20063, -0.97266, 3.25321], [-1.28490, -1.87882, 1.96642], [-0.81454, -3.28138, 2.46528], [-0.01914, 2.95978, 1.06221], [-0.04010, 4.49954, 1.92712], [-0.39665, 3.24022, 4.22172], [0.24252, 0.70860, 4.26630], [-2.00766, 0.71726, 2.01809], [-0.21580, -1.28721, 3.56426], [-1.96833, -1.05258, 3.95418], [-2.38607, -1.90460, 1.63484], [-0.59648, -1.57520, 1.14914], [-0.04825, -3.25358, 3.21035], [-0.36361, -3.85178, 1.71254], [-1.59821, -3.80613, 3.00743], [-2.57133, 1.94840, -0.39589], [-1.64999, 1.57575, -0.61336], [-2.30889, 2.30239, 0.44722], [2.47520, -0.03745, -1.83329], [3.37272, 0.42040, -1.72569], [1.83805, 0.38396, -1.18842], [0.67436, 1.79732, -2.34105], [-0.19918, 1.95660, -2.09321], [0.65419, 1.68814, -3.30686], [1.52598, -2.65367, -1.61246], [2.29485, -3.04230, -1.19052], [2.11674, -1.86303, -1.87304], [0.60080, -2.04959, -4.05061], [0.33028, -2.47116, -3.18978], [1.41165, -2.52241, -4.27944], [1.10132, 0.56192, -4.70226], [0.62915, -0.12388, -5.16138], [1.46007, 0.07011, -3.92267]]}

2.
{"formula": "C21H41IMgN2Si4Te", "method": "the ωB97M-V functional and the def2-TZVPD basis", "gap_ev": [4.147, 6.128], "fmax_ha_per_bohr": 0.055, "homo_ev": [-5.122, -6.640], "relative_energy_ev": 1.687, "total_energy_ha": -2858.213793, "species": ["C", "C", "H", "H", "H", "H", "H", "H", "C", "C", "C", "C", "H", "H", "H", "H", "N", "C", "C", "N", "C", "C", "C", "H", "H", "C", "H", "H", "Mg", "I", "C", "Si", "C", "C", "Si", "Te", "Si", "C", "C", "C", "Si", "C", "C", "C", "H", "H", "H", "H", "H", "H", "H", "H", "H", "H", "H", "H", "H", "H", "H", "H", "H", "H", "H", "H", "H", "H", "H", "H", "H", "H", "H"], "coordinates": [[0.13266, -3.99483, 3.86410], [-1.14997, -4.60533, 3.30933], [1.01612, -4.49856, 3.46580], [0.17617, -4.08472, 4.95387], [0.21727, -2.93473, 3.61556], [-1.27253, -4.38084, 2.25056], [-1.14880, -5.69176, 3.41619], [-2.02846, -4.22848, 3.83572], [2.86148, 1.09408, -0.72617], [3.83280, 1.62648, -1.56114], [3.50983, 1.89189, -2.89754], [2.21362, 1.61252, -3.34941], [3.03945, 0.86131, 0.32291], [4.81622, 1.82289, -1.16236], [4.23879, 2.30588, -3.57776], [1.92205, 1.80369, -4.38097], [1.62016, 0.81105, -1.16869], [1.28047, 1.08452, -2.48520], [-0.10457, 0.75865, -2.87306], [-0.91486, 0.21805, -1.90168], [-2.20039, -0.09952, -2.13804], [-1.93886, 0.61141, -4.42048], [-2.73619, 0.08246, -3.40223], [-2.76693, -0.50555, -1.29768], [-3.76881, -0.19426, -3.57130], [-0.60842, 0.94896, -4.13340], [0.04742, 1.36272, -4.89498], [-2.32684, 0.76569, -5.41979], [0.11082, -0.21485, -0.27427], [1.50446, -0.41178, 2.38386], [0.75960, 1.13193, 5.95267], [0.38697, 2.71763, 5.05404], [-0.14072, 4.02115, 6.27796], [1.86578, 3.29225, 4.08565], [-1.38827, 2.40995, 3.66381], [-0.92931, 1.32451, 1.69129], [-3.04148, 1.09180, 4.56327], [-3.50945, 1.89240, 6.17743], [-4.49654, 1.02580, 3.40134], [-2.36913, -0.62934, 4.81521], [-2.17272, 4.35999, 2.71667], [-3.07295, 5.28303, 4.05836], [-0.70994, 5.33030, 2.08877], [-3.31127, 3.96548, 1.29117], [1.60882, 1.34730, 6.60238], [1.03140, 0.34151, 5.25632], [-0.08779, 0.82690, 6.55677], [0.69621, 4.13909, 6.96838], [-0.32312, 4.96345, 5.77411], [-1.02165, 3.71073, 6.82921], [2.17191, 2.53808, 3.36789], [1.66446, 4.22667, 3.57187], [2.66340, 3.44254, 4.81410], [-3.88532, 2.89768, 6.02004], [-4.29946, 1.27205, 6.60338], [-2.66263, 1.90966, 6.85442], [-4.20127, 0.60929, 2.44652], [-5.23041, 0.37431, 3.87637], [-4.92287, 2.01520, 3.26926], [-2.08948, -1.06874, 3.86418], [-1.51302, -0.62793, 5.48195], [-3.17832, -1.20641, 5.26202], [-2.41608, 5.51064, 4.89083], [-3.41617, 6.21277, 3.60286], [-3.92927, 4.71347, 4.40104], [-0.17170, 4.76339, 1.33906], [-1.11951, 6.23623, 1.64162], [-0.05006, 5.59676, 2.90842], [-2.78001, 3.41414, 0.52539], [-4.17469, 3.39856, 1.62533], [-3.63696, 4.92698, 0.89696]]}